{
  "formula": "C63H69N4O5P3Se2SiTi",
  "method": "wB97M-V/def2-TZVPD",
  "symbols": ["Ti", "O", "C", "C", "C", "C", "C", "C", "P", "C", "C", "C", "C", "C", "C", "C", "C", "C", "C", "C", "C", "C", "C", "C", "C", "C", "C", "P", "C", "C", "C", "C", "C", "C", "C", "C", "C", "C", "C", "C", "H", "H", "H", "H", "H", "H", "H", "H", "H", "H", "H", "H", "H", "H", "H", "H", "H", "H", "H", "H", "H", "H", "H", "H", "H", "H", "H", "H", "Se", "Se", "C", "C", "C", "C", "C", "N", "C", "C", "C", "C", "C", "N", "H", "H", "H", "H", "H", "H", "H", "H", "C", "C", "C", "C", "C", "C", "N", "N", "Si", "C", "C", "C", "H", "H", "H", "H", "H", "H", "H", "H", "H", "H", "H", "H", "H", "H", "H", "C", "C", "C", "C", "O", "P", "O", "O", "O", "C", "C", "C", "C", "H", "H", "H", "H", "H", "H", "H", "H", "H", "H", "H", "H", "H", "H", "H", "H", "H", "H"],
  "positions_angstrom": [[-0.908164, 0.156695, 0.162409], [3.347236, 0.275595, 0.474409], [4.041736, 0.275995, 1.670009], [5.161036, 1.068595, 1.904509], [5.832436, 0.949595, 3.109809], [5.392736, 0.050095, 4.070009], [4.231936, -0.673505, 3.863209], [3.530736, -0.550805, 2.666009], [1.875536, -1.308405, 2.350009], [2.350836, -3.085005, 2.446709], [1.308236, -4.000605, 2.341209], [1.544536, -5.361305, 2.375509], [2.843736, -5.826705, 2.496309], [3.890736, -4.924105, 2.568109], [3.652536, -3.559805, 2.549909], [1.287436, -1.062305, 4.084509], [0.648636, -2.035705, 4.842309], [0.235236, -1.756405, 6.134909], [0.482636, -0.518605, 6.697409], [1.112736, 0.458495, 5.945909], [1.493936, 0.195395, 4.646209], [4.030036, 0.123395, -0.701391], [5.395036, -0.113305, -0.814091], [5.970836, -0.240505, -2.064891], [5.191136, -0.143605, -3.203891], [3.825536, 0.032895, -3.089191], [3.224336, 0.155495, -1.839991], [1.398536, 0.332495, -1.613691], [0.915536, -0.701905, -3.065391], [-0.273964, -0.480005, -3.754391], [-0.699764, -1.364805, -4.730991], [0.041136, -2.496305, -5.027591], [1.220736, -2.731005, -4.343891], [1.650836, -1.849105, -3.371791], [1.338436, 2.097895, -2.134691], [2.047836, 2.629295, -3.211391], [2.074236, 3.995195, -3.424491], [1.394436, 4.850795, -2.571391], [0.689636, 4.332995, -1.499291], [0.665336, 2.966695, -1.282791], [5.491836, 1.772395, 1.153209], [6.708436, 1.557395, 3.288609], [5.943836, -0.064605, 4.991509], [3.867736, -1.341305, 4.631109], [0.308836, -3.625805, 2.205109], [0.719536, -6.054505, 2.296809], [3.038636, -6.888105, 2.524409], [4.906136, -5.283605, 2.639609], [4.487636, -2.876305, 2.599209], [0.483636, -3.023105, 4.440109], [-0.263464, -2.517705, 6.715309], [0.201236, -0.312005, 7.718409], [1.324036, 1.422295, 6.382609], [1.977036, 0.966395, 4.063309], [6.010336, -0.221605, 0.064809], [7.030436, -0.427305, -2.141291], [5.636236, -0.231405, -4.182191], [3.220736, 0.032195, -3.983591], [-0.889064, 0.367095, -3.500291], [-1.624364, -1.181905, -5.256691], [-0.302864, -3.200805, -5.768791], [1.811736, -3.607405, -4.565291], [2.574036, -2.059605, -2.854291], [2.586236, 1.991695, -3.891991], [2.630236, 4.391195, -4.260491], [1.410236, 5.915895, -2.743091], [0.149936, 4.985295, -0.831391], [0.107736, 2.566495, -0.442691], [-1.128564, -4.715905, -1.472691], [-1.104464, -2.021505, -1.035991], [-2.872164, -1.701505, -0.479991], [-4.000664, -2.517805, -0.643591], [-5.134964, -2.215705, 0.077809], [-5.124664, -1.120805, 0.945809], [-3.997264, -0.324105, 0.999109], [-2.905264, -0.604305, 0.298009], [0.722036, -4.522005, -1.132791], [1.610836, -5.594005, -1.211191], [2.949336, -5.357505, -0.972291], [3.361336, -4.069905, -0.640791], [2.401336, -3.081005, -0.560891], [1.121936, -3.298105, -0.816091], [-3.955664, -3.379405, -1.295291], [-6.022664, -2.823005, -0.022291], [-5.979064, -0.906505, 1.563609], [-3.955864, 0.561595, 1.623709], [1.224936, -6.572805, -1.454291], [3.669436, -6.159505, -1.043291], [4.396836, -3.844305, -0.444591], [2.642836, -2.060805, -0.288891], [-2.065764, -3.324205, 2.053709], [-1.867764, -1.979805, 2.685409], [-2.466664, -1.741305, 3.910309], [-2.374364, -0.477305, 4.482209], [-1.706064, 0.516895, 3.814009], [-1.072964, 0.215695, 2.593209], [-1.145564, -1.036005, 2.053609], [-0.417164, 1.087195, 1.804409], [0.050436, 2.719095, 2.312209], [-1.318164, 3.894095, 1.659509], [0.257936, 3.235995, 4.156309], [1.837536, 2.947695, 1.644809], [-1.819964, -4.112805, 2.762309], [-1.461764, -3.436105, 1.154509], [-3.116664, -3.449405, 1.786409], [-3.017564, -2.526005, 4.402109], [-2.851764, -0.276305, 5.428409], [-1.697864, 1.525995, 4.183209], [-2.220364, 3.814795, 2.265909], [-1.609164, 3.711695, 0.625809], [-0.990764, 4.927495, 1.729609], [-0.110864, 2.542195, 4.900709], [-0.242664, 4.185695, 4.317609], [1.310336, 3.396095, 4.370109], [2.091836, 2.280695, 0.824409], [2.568836, 2.781695, 2.435209], [1.970936, 3.968795, 1.300609], [-0.893764, 2.904195, -4.616391], [-2.393464, 2.647095, -4.508891], [-3.100564, 3.995395, -4.388191], [-2.898764, 1.883395, -5.735191], [-2.666664, 1.767695, -3.392691], [-2.547964, 2.047295, -1.825491], [-2.180564, 3.412995, -1.424691], [-1.557464, 0.971395, -1.279991], [-3.941264, 1.498595, -1.240891], [-5.233264, 2.085395, -1.535291], [-6.218164, 1.531395, -0.503791], [-5.698464, 1.640495, -2.920391], [-5.206264, 3.604495, -1.411291], [-0.697864, 3.588395, -5.437691], [-0.548464, 3.355595, -3.692291], [-0.345664, 1.983095, -4.795591], [-2.833464, 4.610395, -5.244591], [-2.771664, 4.496795, -3.483291], [-4.182064, 3.886095, -4.377791], [-2.703164, 2.465395, -6.631291], [-3.968264, 1.695995, -5.666491], [-2.384264, 0.929295, -5.811191], [-6.298564, 0.453795, -0.600691], [-7.197464, 1.966895, -0.678691], [-5.903364, 1.782695, 0.504909], [-5.676664, 0.554995, -2.987891], [-5.063564, 2.040895, -3.700691], [-6.717464, 1.979795, -3.086891], [-4.906064, 3.890695, -0.406691], [-6.197464, 4.005295, -1.608791], [-4.504464, 4.045395, -2.107091]],
  "forces_ev_per_a": [[0.7, -1.6, 1.0], [0.4, 0.3, 0.1], [0.1, -0.3, 0.6], [-0.2, 0.2, -0.1], [0.0, 0.0, -0.2], [0.0, -0.1, 0.2], [0.2, 0.1, -0.1], [-0.2, 0.1, -0.6], [0.7, -0.4, 0.7], [-0.1, 0.2, 0.0], [0.2, 0.0, -0.1], [0.0, 0.0, 0.0], [0.0, 0.0, 0.0], [0.1, -0.1, 0.1], [-0.1, 0.0, 0.1], [-0.1, -0.1, -0.2], [0.0, 0.1, -0.1], [0.0, -0.1, 0.1], [0.0, 0.0, 0.1], [0.1, 0.1, 0.1], [-0.2, 0.0, 0.0], [0.0, 0.0, -0.5], [0.1, -0.1, 0.3], [-0.2, 0.0, 0.0], [0.0, 0.0, -0.1], [0.1, 0.0, 0.1], [-0.1, -0.2, 0.9], [0.3, 0.3, -1.4], [-0.1, 0.0, 0.0], [0.2, 0.1, 0.0], [0.0, 0.0, -0.1], [0.0, 0.0, 0.1], [0.0, -0.1, -0.1], [0.0, 0.1, 0.1], [-0.3, -0.1, 0.4], [0.0, 0.1, 0.0], [0.1, -0.2, -0.1], [-0.1, 0.0, 0.2], [0.0, 0.2, 0.0], [0.2, -0.2, -0.2], [0.0, 0.0, 0.0], [0.0, 0.0, 0.0], [0.0, 0.0, 0.1], [-0.1, 0.0, 0.1], [-0.1, 0.0, 0.0], [-0.1, -0.1, 0.0], [0.0, -0.1, 0.0], [0.1, -0.1, 0.0], [0.0, 0.0, 0.0], [0.0, -0.1, 0.0], [0.0, -0.1, 0.1], [-0.1, 0.0, 0.1], [0.0, 0.1, 0.0], [0.1, 0.1, 0.0], [0.0, 0.0, 0.0], [0.1, 0.0, 0.0], [0.1, 0.0, -0.1], [0.0, 0.0, 0.0], [0.0, 0.0, -0.1], [-0.1, 0.0, 0.0], [0.0, 0.0, -0.1], [0.0, -0.1, 0.0], [0.0, -0.1, 0.0], [0.0, -0.1, 0.0], [0.0, 0.0, -0.1], [0.0, 0.1, 0.0], [-0.1, 0.1, 0.1], [0.1, 0.2, -0.1], [-0.4, -0.4, -0.1], [-0.2, -0.7, -0.4], [-0.5, 0.0, 0.1], [0.3, 0.2, -0.1], [0.1, 0.3, 0.1], [0.3, -0.3, -0.1], [-0.4, 0.1, 0.3], [-0.3, -0.5, -0.5], [0.3, 0.3, 0.1], [-0.4, 0.0, -0.1], [0.0, 0.2, 0.0], [0.0, 0.0, -0.1], [0.3, -0.2, -0.1], [0.2, -0.2, 0.0], [0.0, 0.0, 0.0], [0.0, -0.1, 0.0], [-0.1, 0.2, 0.0], [0.0, 0.0, 0.0], [0.1, -0.1, 0.0], [0.0, -0.1, 0.0], [0.1, 0.0, 0.0], [0.2, 0.0, 0.0], [0.1, 0.1, -0.2], [-0.3, -0.2, 0.2], [0.2, 0.2, -0.1], [0.0, -0.1, -0.3], [0.0, 0.1, -0.3], [-0.8, -1.5, 1.4], [0.0, 0.8, 0.5], [0.3, 0.8, -0.4], [0.6, 1.6, 0.1], [0.7, -0.6, 0.0], [-0.2, -0.6, -0.5], [-0.8, -0.1, 0.0], [0.0, -0.1, 0.1], [-0.1, -0.1, 0.1], [0.0, 0.0, 0.0], [0.0, -0.2, 0.0], [-0.1, 0.1, 0.1], [0.0, 0.1, 0.1], [0.0, -0.2, 0.2], [0.0, 0.0, -0.1], [0.1, 0.2, 0.1], [-0.1, -0.1, 0.1], [-0.2, 0.2, -0.1], [0.2, 0.0, 0.0], [-0.1, 0.0, 0.0], [-0.1, -0.1, 0.2], [0.0, 0.2, -0.1], [-0.3, -0.2, 0.1], [0.3, 0.6, -1.1], [0.0, -0.3, 0.2], [0.1, 0.1, 0.4], [0.0, -0.2, 1.2], [-1.4, 0.7, -0.7], [-0.2, -0.3, -0.3], [-0.2, 0.8, -0.7], [1.0, 0.2, -0.2], [-1.1, 0.3, -0.1], [0.4, 0.0, -0.3], [0.2, 0.0, 0.2], [0.2, -0.2, 0.0], [0.0, 0.1, -0.1], [0.1, 0.1, 0.1], [0.1, 0.0, 0.0], [0.0, 0.0, -0.1], [0.0, 0.2, 0.1], [-0.1, 0.0, 0.0], [0.0, 0.0, -0.1], [-0.1, 0.0, 0.0], [0.1, -0.1, -0.1], [0.0, -0.1, 0.0], [-0.1, 0.1, 0.0], [0.0, 0.0, 0.2], [0.0, -0.1, 0.0], [0.0, 0.0, -0.1], [-0.1, 0.0, 0.0], [0.0, 0.1, 0.1], [-0.1, 0.0, 0.0], [0.0, 0.2, -0.1]],
  "mulliken_charge": [-1.086, -0.070, -0.627, -0.317, -0.826, -1.239, 0.396, -0.512, 2.548, 0.393, 0.930, -0.811, -1.006, -0.902, -1.163, 0.438, -0.313, -0.661, -1.073, -0.851, -0.346, 0.496, -0.843, -1.221, -1.412, -0.543, 0.595, 2.732, 0.234, 0.394, -0.990, -1.346, -0.944, -0.422, 2.000, -0.382, -1.037, -0.901, -0.744, 0.253, 0.692, 0.479, 0.484, 0.615, -0.893, 0.485, 0.419, 0.434, 0.391, 0.392, 0.468, 0.411, 0.590, 0.471, 0.611, 0.460, 0.485, 0.567, 0.099, 0.487, 0.415, 0.468, 0.666, 0.392, 0.417, 0.460, 0.402, -1.220, 0.035, 0.279, 0.040, -0.960, -0.701, -1.844, -0.106, 1.685, 0.067, -1.123, -1.090, -0.579, -0.412, 0.858, 0.571, 0.512, 0.614, 0.528, 0.564, 0.472, 0.603, -0.061, -1.700, 1.073, -1.543, -1.334, -1.012, 0.966, 0.861, 0.628, 0.715, -0.873, -1.678, -0.631, 0.659, 0.044, 0.439, 0.570, 0.487, 0.631, 0.363, -0.183, 0.482, 0.475, 0.564, 0.398, -0.382, 0.464, 0.777, -1.709, 1.733, -1.851, -1.489, 0.384, -0.233, -1.043, 1.518, 0.412, 1.391, -1.894, -1.298, -1.578, 0.712, 0.305, 0.303, 0.568, 0.281, 0.320, 0.382, 0.304, 0.146, 0.345, 0.591, 0.333, 0.249, 0.085, 0.495, 0.309, 0.469, 0.283],
  "largest_force_ev_per_a": 2.19,
  "energy_ha": -10003.270108,
  "multiplicity": 2,
  "e_homo_ha": [-0.3437, -0.3585],
  "total_charge": 1
}